The following is a quantum chemistry calculation of 2 unconnected molecules or ions with the total composition Cl3HOSi, from the OMol25 dataset.

Its structure (SMILES) is O=[Si](Cl)Cl.Cl. For the molecular weight, the calculation gives 151.45 g mol⁻¹. As for the lowest unoccupied orbital energy: -0.73 eV. The energy relative to the best compared isomer or geometry (same formula, charge and spin) comes out at 69.1 kcal per mole. Its total energy is -1746.006248 Ha. The calculation puts the orbital gap at 10.2 eV.

Structure (ORCA input):
```
! wB97M-V def2-TZVPD RIJCOSX def2/J DEFGRID3
* xyz 0 1
Cl 2.525 1.057 0.433
Cl 1.334 -1.827 -0.588
Cl -2.305 -0.818 0.643
Si 0.854 0.075 -0.354
O -0.346 0.986 -0.499
H -2.062 0.528 0.365
*
```